1.
{"formula": "C24H58EuP2Si4", "method": "wB97M-V/def2-TZVPD", "elements": ["Eu", "P", "P", "Si", "Si", "Si", "Si", "C", "C", "C", "C", "C", "C", "C", "C", "C", "C", "C", "C", "C", "C", "C", "C", "C", "C", "C", "C", "C", "C", "C", "C", "H", "H", "H", "H", "H", "H", "H", "H", "H", "H", "H", "H", "H", "H", "H", "H", "H", "H", "H", "H", "H", "H", "H", "H", "H", "H", "H", "H", "H", "H", "H", "H", "H", "H", "H", "H", "H", "H", "H", "H", "H", "H", "H", "H", "H", "H", "H", "H", "H", "H", "H", "H", "H", "H", "H", "H", "H", "H"], "positions_angstrom": [[-0.7703, -0.6185, 2.1373], [-1.7095, -3.6890, -2.7991], [0.9401, -3.7351, 0.1483], [1.5903, 1.6225, 2.4722], [-0.3329, 2.4800, 1.4258], [-1.7503, 3.1766, 3.1272], [0.4189, 4.4049, 0.2622], [-1.8647, -3.9700, -4.5892], [2.7862, 0.9325, 1.2001], [-1.5734, 1.6909, 0.2023], [2.4509, -4.6251, -0.4399], [-1.4102, -1.8989, -2.6915], [-3.0827, 4.2291, 2.3101], [-0.8239, 4.8798, -1.0920], [0.5885, 5.8684, 1.4522], [-0.8173, -1.2464, -3.8515], [0.8862, -4.1437, 1.9106], [-3.2641, -4.1544, -2.0109], [-0.8205, -1.6050, -1.2717], [1.7704, -1.7346, -1.5060], [-2.4271, 1.5484, 3.8323], [1.5979, -2.1624, -3.9763], [-0.8269, 4.2379, 4.3782], [0.5709, -0.9567, -4.1146], [2.1785, -2.3382, -2.6304], [-0.1858, -4.9499, -0.6982], [2.1114, 4.1073, -0.5356], [0.5473, -0.8934, -1.1608], [1.1630, 0.5039, 3.9459], [-0.3571, -4.7532, -2.2246], [2.4113, 3.1884, 3.1421], [-2.4712, -1.5456, -2.6256], [2.0682, 0.6191, 4.5597], [0.9751, 6.7395, 0.8986], [-0.7163, 4.2552, -1.9905], [-3.1121, -4.3971, -0.9523], [-1.4704, 2.2994, -0.7281], [-0.6719, 5.9226, -1.4163], [2.7369, 3.8716, 2.3446], [-3.8999, 4.3781, 3.0323], [1.5738, -4.9825, 2.0999], [1.7828, 3.7551, 3.8406], [2.4064, -1.7688, -0.5940], [-1.6052, -0.9951, -0.7776], [3.3094, 2.8482, 3.6825], [2.3480, 0.2174, 0.4906], [3.0654, -2.9852, -2.5603], [-1.1523, -4.9430, -0.1802], [-0.3748, 6.1587, 1.8912], [0.5714, -4.4051, -2.7108], [-1.6496, 0.8258, 4.1630], [0.6787, -0.5973, -0.0849], [-2.9708, 1.8391, 4.7394], [-1.3739, 0.6530, -0.1388], [-2.7004, 5.2192, 2.0224], [-0.5879, -5.7242, -2.6936], [-0.1448, -4.4014, 2.1974], [0.4706, 0.0750, -1.6787], [0.9868, -0.1188, -3.5301], [-3.9968, -3.3393, -2.0894], [3.3538, -4.1476, -0.0503], [1.2265, -3.2505, 2.4701], [0.0231, 3.7123, 4.8321], [-0.7869, -2.5337, -0.6421], [-3.4967, 3.7457, 1.4156], [-0.4651, 5.1771, 3.9340], [2.4345, 5.0073, -1.0848], [2.0709, 3.2839, -1.2623], [-1.8648, 4.8006, -0.7502], [-2.6438, 1.7859, 0.4870], [-3.1567, 1.0581, 3.1587], [-1.5482, -0.9669, -4.6201], [0.2734, -5.9392, -0.5597], [-3.6829, -5.0453, -2.5011], [0.5821, -0.6301, -5.1763], [-2.3400, -4.9389, -4.7903], [2.5086, -4.5974, -1.5324], [-1.5396, 4.4941, 5.1776], [2.4095, -5.6700, -0.1151], [1.2915, 5.6650, 2.2695], [3.2267, 1.7514, 0.6128], [0.3157, 0.8905, 4.5383], [2.4225, -1.9834, -4.6874], [2.8998, 3.8761, 0.1912], [1.0584, -0.5997, 3.7919], [-0.8740, -3.9714, -5.0647], [-2.4650, -3.1761, -5.0565], [3.5909, 0.4245, 1.7541], [1.1056, -3.0919, -4.3052]], "forces_ev_per_angstrom": [[-0.82, -0.97, -0.25], [0.28, -0.27, -0.95], [0.31, -0.33, -0.62], [-0.48, 0.49, -1.06], [-0.01, 0.94, -0.20], [0.73, -0.02, -0.72], [0.11, 0.06, 0.05], [-0.24, -0.66, -0.05], [0.31, -0.35, 0.19], [-0.14, -0.12, -1.23], [0.19, 0.00, 0.36], [-0.03, 2.15, 0.80], [-0.32, -0.09, 0.32], [0.01, 0.15, -0.12], [0.08, 0.20, -0.12], [-2.17, -0.07, 0.01], [0.36, -0.93, 0.34], [-0.34, -0.74, 0.06], [-0.56, -0.11, 0.34], [0.64, 0.71, 0.77], [-0.32, 0.47, 0.49], [-0.68, 0.77, -0.92], [-0.38, -0.08, 0.43], [1.63, -0.62, -0.91], [0.29, 0.55, 0.76], [-0.16, -0.32, 0.25], [0.05, 0.18, -0.26], [-0.62, 0.14, -0.11], [0.71, -0.34, 0.41], [-0.02, -0.57, -0.12], [0.18, -0.15, 0.40], [0.37, -0.40, -0.15], [-0.16, -0.16, 0.23], [-0.11, -0.19, 0.13], [-0.03, 0.05, 0.25], [-0.03, 0.19, -0.20], [-0.11, -0.44, 0.44], [0.04, -0.26, 0.14], [-0.14, -0.34, 0.20], [0.04, 0.07, -0.27], [-0.31, 0.04, 0.32], [0.24, -0.18, -0.18], [-0.09, -0.38, -1.03], [0.47, -0.13, -0.19], [-0.12, 0.26, -0.05], [0.18, 0.22, 0.35], [-0.19, 0.56, -0.07], [0.08, -0.11, -0.12], [0.17, -0.07, -0.11], [-0.41, 0.04, 0.21], [-0.66, 0.53, -0.15], [-0.10, -0.36, -0.63], [-0.15, -0.29, 0.11], [-0.24, 0.75, 0.21], [-0.02, -0.29, 0.10], [0.20, 0.09, 0.19], [0.39, 0.20, 0.16], [0.18, -0.37, -0.07], [0.34, -0.03, -0.18], [0.33, -0.12, -0.02], [0.01, -0.10, -0.02], [-0.30, -0.55, -0.18], [-0.28, 0.12, -0.02], [-0.15, 0.92, -0.61], [0.05, 0.11, 0.22], [-0.13, -0.37, 0.08], [-0.11, -0.21, 0.13], [-0.01, 0.13, 0.17], [0.22, -0.02, -0.03], [0.69, -0.24, 0.12], [0.46, 0.14, 0.30], [0.33, -0.06, 0.26], [-0.36, 0.10, 0.09], [0.03, 0.22, 0.17], [0.34, -0.11, 0.53], [0.05, 0.08, 0.11], [-0.11, -0.05, 0.32], [0.29, 0.05, -0.03], [0.18, 0.10, 0.04], [-0.18, 0.02, -0.15], [-0.11, -0.19, 0.25], [0.32, -0.17, -0.16], [-0.06, -0.16, 0.22], [-0.22, 0.06, -0.13], [0.26, 0.96, 0.25], [-0.30, 0.18, 0.28], [0.28, -0.13, 0.33], [-0.02, 0.05, -0.32], [0.05, 0.17, -0.17]], "gap_ev": [4.43, 4.20], "spin_multiplicity": 8, "e_tot_ev": -95239.260, "homo_energy_ev": [-3.91, -3.63], "charge": 0, "s_squared": 15.765}

2.
{"formula": "CH3O2S", "method": "wB97M-V/def2-TZVPD", "elements": ["S", "O", "O", "C", "H", "H", "H"], "positions_angstrom": [[-1.0321, 0.0229, -0.4612], [-1.6368, 1.3563, 0.1270], [-1.3978, -1.0857, 0.4868], [0.8101, 0.0550, -0.1063], [1.3030, 0.8698, 0.3139], [0.6875, -0.7355, 0.6664], [1.2661, -0.4828, -1.0266]], "forces_ev_per_angstrom": [[-1.76, 2.65, 1.85], [1.61, -2.09, -1.41], [0.02, -0.29, -0.60], [-1.03, -3.76, -1.14], [0.71, 1.77, 0.12], [0.73, 0.46, -0.27], [-0.27, 1.27, 1.45]], "gap_ev": 7.37, "e_tot_ev": -16015.898, "homo_energy_ev": -3.06, "charge": -1, "e_above_lowest_kcal_mol": 43.4}

3.
{"formula": "C3H3I2N", "method": "wB97M-V/def2-TZVPD", "elements": ["I", "I", "N", "C", "C", "C", "H", "H", "H"], "positions_angstrom": [[3.7554, 2.4892, 1.8039], [4.0240, -0.0305, 2.5788], [0.8855, 0.8405, 0.4017], [-2.0091, -0.3888, -1.2261], [-0.9495, -0.6666, -0.4559], [0.1553, 0.1221, -0.0348], [-2.6635, -1.2498, -1.3786], [-2.2374, 0.4382, -1.9155], [-0.9607, -1.5544, 0.2264]], "forces_ev_per_angstrom": [[0.08, -0.02, 0.06], [-0.03, 0.07, -0.04], [3.65, 2.94, 1.88], [0.42, -1.00, -0.80], [-0.68, -0.90, 1.25], [-3.62, -1.73, -2.24], [-0.23, 0.42, 0.35], [0.70, -0.11, 0.75], [-0.30, 0.33, -1.22]], "gap_ev": 7.68, "e_tot_ev": -20849.696, "smiles": "C=CC#N.II", "homo_energy_ev": -8.97, "charge": 0, "e_above_lowest_kcal_mol": 8.8}

4.
{"formula": "C4H8N2O", "method": "wB97M-V/def2-TZVPD", "elements": ["O", "N", "N", "C", "C", "C", "C", "H", "H", "H", "H", "H", "H", "H", "H"], "positions_angstrom": [[1.7700, 0.9052, 0.4497], [-1.8782, -0.1920, -0.3067], [-0.4872, 1.9828, 1.4364], [0.4851, -0.9538, -0.3780], [-0.4253, 0.8697, 1.1166], [-0.6819, -0.4571, 0.5026], [1.3909, 0.2298, -0.7377], [-0.8518, -1.1674, 1.3250], [0.0602, -1.4256, -1.2771], [1.2416, 1.7145, 0.5991], [-2.4641, 0.4806, 0.1793], [0.8708, 0.8827, -1.4512], [1.0747, -1.7109, 0.1525], [2.3181, -0.1185, -1.1985], [-2.4230, -1.0399, -0.4119]], "forces_ev_per_angstrom": [[0.73, 0.38, -0.20], [-0.29, -0.15, 0.03], [-0.32, -1.09, 0.06], [0.06, 0.14, 0.15], [-0.94, 1.01, 0.52], [0.05, 0.02, 0.11], [0.04, -0.06, -0.18], [-0.03, 0.14, -0.12], [0.14, 0.18, 0.25], [0.77, -0.62, -0.41], [-0.05, -0.11, -0.17], [0.11, 0.03, 0.18], [-0.13, 0.20, 0.01], [-0.18, -0.04, -0.15], [0.04, -0.03, -0.09]], "gap_ev": 10.90, "e_tot_ev": -9304.173, "smiles": "N#C[C@@H](N)CCO", "homo_energy_ev": -10.07, "charge": 0, "e_above_lowest_kcal_mol": 51.2}

Q: What is the charge in the first record?
A: 0

Q: Which of these has the lowest charge?
A: CH3O2S